(i)
Density functional theory data (ωB97M-V/def2-TZVPD) for a structure of composition C5H13N.

Each line ends with the Löwdin charge.
Positions of all 19 atoms, in Å:
1 C -1.7516 0.7989 0.6988  -0.268
2 H 2.2578 0.9333 -1.0108  0.094
3 H -0.9229 1.7315 -1.0834  0.119
4 C -0.8183 0.8062 -0.4964  -0.153
5 H -0.8267 -0.0542 -1.1528  0.095
6 C -2.4277 -0.5405 0.9743  -0.112
7 H 3.3675 -1.2973 -1.0875  0.062
8 C 2.6783 -0.9771 -0.3169  -0.117
9 C 1.6865 0.0328 -0.8572  -0.358
10 H 1.2855 -0.2742 -1.8160  0.098
11 H -1.6562 -1.2842 0.8686  0.063
12 H -3.1832 -0.8685 0.2623  0.069
13 H -2.7746 -0.5953 1.9988  0.069
14 H -1.0501 0.8611 1.5332  0.099
15 H 3.2850 -0.5444 0.4788  0.072
16 H 2.1850 -1.8921 -0.0018  0.068
17 N 0.7277 0.2788 0.2311  -0.022
18 H 0.3518 1.2482 -0.0470  0.023
19 H -2.4139 1.6372 0.8239  0.098

As for the HOMO energy: -0.32700 Ha. The value obtained for the HOMO-LUMO gap is 10.02 eV.

---

(ii)
Density functional theory data (ωB97M-V/def2-TZVPD) for an isolated molecule of C5H13N.

Each line ends with the Löwdin charge.
Positions of all 19 atoms, in Å:
1 H -2.4109 -0.2957 -0.3418  0.120
2 H 0.3839 -2.0497 1.2968  0.108
3 C 0.8926 -0.1576 -0.6491  -0.262
4 H 0.0527 1.4874 0.0739  0.115
5 C 1.4649 -1.9261 0.9283  -0.126
6 H -3.3428 1.9119 -0.1580  0.072
7 H -1.8420 2.6105 -0.6137  0.069
8 H -2.0710 1.8981 0.9900  0.054
9 C -1.5676 0.4322 -0.5334  -0.279
10 H 2.7568 -0.7212 -0.2830  0.093
11 H 0.4850 -0.9371 -1.3518  0.141
12 N -0.2298 0.4785 0.0866  -0.071
13 H 2.1126 -2.2367 1.7382  0.063
14 C -2.2503 1.7504 -0.0548  -0.128
15 H 1.6246 -2.7318 0.1981  0.072
16 H 2.0332 -0.0231 1.0491  0.097
17 H -1.5313 0.5520 -1.5791  0.076
18 C 1.8780 -0.6932 0.2625  -0.341
19 H 1.5612 0.6511 -1.0589  0.127

As for the HOMO energy: -0.32507 Ha. Its structure (SMILES) is CCCNCC. The value obtained for the HOMO-LUMO gap is 10.03 eV.

---

(iii)
Density functional theory data (ωB97M-V/def2-TZVPD) for a structure of composition C5H13N.

Each line ends with the Löwdin charge.
Positions of all 19 atoms, in Å:
1 C -0.7530 0.1935 -0.7150  -0.238
2 H 0.6165 -1.6371 1.2445  0.087
3 C -0.4204 0.3086 1.1527  -0.233
4 H 0.1947 -0.9952 2.7853  0.091
5 C -2.3245 0.0801 -0.5806  -0.112
6 C 0.4157 0.8801 0.2074  -0.131
7 H -1.3823 0.6696 1.5341  0.118
8 H -0.6401 0.7492 -1.6388  0.120
9 H -0.5039 -0.8646 -0.8455  0.099
10 C -0.1446 -1.0387 1.7528  -0.071
11 H 2.5894 0.3892 -0.6585  -0.041
12 H -2.6518 -0.2707 -1.5594  0.072
13 N 3.0867 -0.1802 -1.3452  -0.004
14 H 0.3542 1.9471 -0.0138  0.054
15 H -2.8903 0.9836 -0.3525  0.073
16 H 3.2909 0.3353 -2.1900  -0.008
17 H -2.6559 -0.6454 0.1653  0.061
18 H 2.3628 -0.8698 -1.5195  -0.014
19 H -1.0479 -1.6564 1.6747  0.078

As for the HOMO energy: -0.27228 Ha. The value obtained for the HOMO-LUMO gap is 7.94 eV.

---

On energetic grounds, (ii) is preferred over the next structure by 1.894 eV.

---

(i)
Density functional theory data (ωB97M-V/def2-TZVPD) for a cluster of 2 separate species, C5H13N in total.

Each line ends with the Löwdin charge.
Positions of all 19 atoms, in Å:
1 H 2.9027 1.0999 -0.1802  0.096
2 H 1.3506 0.3096 -2.2636  0.081
3 C -1.7084 -0.1988 -0.1678  -0.244
4 H -1.7097 -1.0880 1.9037  0.064
5 H 0.5615 -0.6847 -0.9769  0.027
6 C -2.0797 0.9871 -0.6540  -0.025
7 H -3.1584 -0.0288 1.4586  0.068
8 H 2.3733 -1.2121 1.4153  0.056
9 H 0.4727 0.9698 -0.8839  0.047
10 H -2.8293 -1.6210 0.7898  0.065
11 C -2.3577 -0.6919 1.1283  -0.104
12 H -2.7407 1.6164 -0.0578  0.058
13 H 2.2821 0.4372 1.7236  0.050
14 C 1.1755 0.1683 -1.1821  -0.124
15 H -1.2218 -0.9485 -0.7746  0.078
16 N 2.1474 -0.2993 1.0533  -0.019
17 H 3.1916 -0.4827 -0.8394  0.097
18 C 2.4356 0.1289 -0.3354  -0.317
19 H -1.4629 1.4415 -1.4192  0.043

As for the HOMO energy: -0.32467 Ha. Its structure (SMILES) is C=CC.CCN. The value obtained for the HOMO-LUMO gap is 9.99 eV.

---

(ii)
Density functional theory data (ωB97M-V/def2-TZVPD) for a cluster of 2 separate species, C5H13N in total.

Each line ends with the Löwdin charge.
Positions of all 19 atoms, in Å:
1 H 1.4791 3.3284 0.1417  0.071
2 H -2.4222 -3.5904 -0.2314  0.067
3 C 0.7613 -3.9946 -1.6050  -0.130
4 H -1.1519 4.0490 2.6196  0.059
5 H -1.5311 -2.7685 -1.6088  0.068
6 H 2.2049 4.8695 0.3365  0.059
7 C -1.7042 -3.6893 -1.0479  -0.134
8 H -0.9373 3.2735 1.0606  0.072
9 C 1.2405 4.3672 0.3494  -0.143
10 C -0.3722 -4.1902 -0.5605  -0.312
11 H -0.0526 -3.6575 0.3327  0.092
12 H 0.5700 4.8708 -0.3397  0.073
13 H 1.5917 -3.3979 -1.2118  0.063
14 H -0.2773 -5.2525 -0.3267  0.095
15 H 1.0985 -4.8973 -2.1007  0.059
16 N 0.6257 4.5612 1.6877  -0.072
17 H -2.2208 -4.3221 -1.7747  0.071
18 C -0.4618 3.9424 1.7857  -0.119
19 H 0.5457 -3.2959 -2.4255  0.060

As for the HOMO energy: -0.36336 Ha. Its structure (SMILES) is C=NC.CCC. The value obtained for the HOMO-LUMO gap is 10.95 eV.

---

(iii)
Density functional theory data (ωB97M-V/def2-TZVPD) for an isolated molecule of C5H13N.

Each line ends with the Löwdin charge.
Positions of all 19 atoms, in Å:
1 H 1.5147 -1.0820 1.1477  0.108
2 H -0.6200 2.2615 -1.6962  0.059
3 N 0.3290 -0.0683 -0.2037  -0.226
4 C -0.2211 -2.1989 0.9777  -0.097
5 H 0.1307 -0.3319 1.9592  0.111
6 H -1.6887 0.3700 0.3870  0.114
7 H -0.4527 1.6066 0.7042  0.115
8 C -1.2767 1.4577 -1.3547  -0.100
9 H 1.2364 1.3712 -1.2591  0.067
10 H 0.0283 -2.7290 1.9022  0.070
11 H 2.3590 0.0130 -0.7422  0.087
12 H -2.2337 1.9938 -1.3249  0.072
13 H 0.0700 -2.7540 0.0910  0.070
14 H -1.3226 0.6528 -2.0777  0.077
15 C 0.4515 -0.8245 1.0428  -0.288
16 H 2.0065 1.2968 0.3355  0.089
17 C 1.5410 0.6918 -0.4658  -0.116
18 H -1.3056 -2.1819 0.9610  0.058
19 C -0.8059 0.8690 -0.0317  -0.269

As for the HOMO energy: -0.32116 Ha. Its structure (SMILES) is CCN(C)CC. The value obtained for the HOMO-LUMO gap is 9.95 eV.

---

(iv)
Density functional theory data (ωB97M-V/def2-TZVPD) for an isolated molecule of C5H13N.

Each line ends with the Löwdin charge.
Positions of all 19 atoms, in Å:
1 H -1.8683 -2.2661 0.5488  0.047
2 H -0.5598 -3.3025 0.0699  0.095
3 H -0.2443 -0.3063 0.9546  0.083
4 H 1.6335 2.3836 1.9733  0.030
5 H 1.0173 -0.8206 -0.0304  0.095
6 H -2.1364 -2.9009 -0.9803  0.068
7 C -0.6239 -1.3301 -0.9802  -0.267
8 C 1.0466 1.7807 0.0350  -0.321
9 H -0.1118 2.7761 1.6341  0.103
10 C 0.0695 -0.3682 -0.0607  -0.292
11 N -0.1101 1.0281 -0.5754  -0.074
12 H 1.1672 2.7423 -0.4561  0.092
13 H 0.0209 1.2274 -1.6213  0.130
14 H 1.9825 1.2205 -0.2552  0.117
15 C 0.7769 2.0732 1.5009  -0.096
16 H 0.4331 1.0220 1.8577  0.080
17 H 0.1732 -1.6737 -1.6959  0.116
18 C -1.3229 -2.5481 -0.3285  -0.110
19 H -1.3433 -0.7374 -1.5903  0.106

As for the HOMO energy: -0.33383 Ha. Its structure (SMILES) is CCCNCC. The value obtained for the HOMO-LUMO gap is 10.30 eV.

---

On energetic grounds, (iii) is preferred over the next structure by 0.801 eV.

---

(i)
Density functional theory data (ωB97M-V/def2-TZVPD) for a cluster of 2 separate species, C3H5IS in total.

Each line ends with the Löwdin charge.
Positions of all 10 atoms, in Å:
1 H 0.7278 1.7411 0.9786  0.055
2 H -0.0512 -2.1972 -0.9370  0.029
3 H -0.4227 -0.1317 1.3571  -0.028
4 C -0.7180 0.5019 0.6536  -0.753
5 S 2.1575 -1.7919 0.0045  0.645
6 H -0.4477 2.3909 -0.1937  0.021
7 C -0.1814 1.6864 0.4653  -0.076
8 C 0.8549 -1.4735 -0.8109  -0.696
9 H 0.5219 -0.5789 -1.2622  -0.041
10 I -2.4411 -0.1471 -0.2555  0.844

As for the HOMO energy: -0.32509 Ha. Its structure (SMILES) is C=CI.C=S. The value obtained for the HOMO-LUMO gap is 8.45 eV.

---

(ii)
Density functional theory data (ωB97M-V/def2-TZVPD) for a cluster of 2 separate species, C3H5IS in total.

Each line ends with the Löwdin charge.
Positions of all 10 atoms, in Å:
1 H 0.6595 -1.8383 -0.4186  0.071
2 H -1.2631 0.5322 -0.4714  -0.034
3 C 1.4462 -0.5445 0.9831  -0.073
4 H 1.4640 -0.2310 1.9633  0.011
5 H 2.2963 -0.4607 0.2665  0.065
6 C 0.5525 -1.5206 0.6732  -0.085
7 H -0.3220 -1.7096 1.2509  0.033
8 C -1.5505 1.4346 -1.0892  -1.247
9 S -3.1271 1.8840 -0.8853  0.527
10 I -0.1558 2.4539 -2.2725  0.730

As for the HOMO energy: -0.33113 Ha. Its structure (SMILES) is S=CI.C=C. The value obtained for the HOMO-LUMO gap is 8.21 eV.

---

On energetic grounds, (ii) is preferred over the next structure by 0.210 eV.

---

(i)
Density functional theory data (ωB97M-V/def2-TZVPD) for an isolated molecule of C3H2O4.

Each line ends with the Löwdin charge.
Positions of all 9 atoms, in Å:
1 C 0.0480 -0.5648 0.7754  -0.312
2 O -0.1822 -1.4301 -1.4197  0.160
3 H -0.1612 0.6811 -1.1157  0.120
4 H 0.2183 0.4121 1.3007  0.121
5 C 0.1868 -0.3029 -0.6421  -0.083
6 O -0.3416 -1.6774 1.1527  -0.031
7 C -0.0577 -2.5943 -1.0831  -0.412
8 O 0.5063 -3.6014 -0.4859  0.226
9 O -0.1927 -3.7456 -1.7103  0.210

As for the HOMO energy: -0.30561 Ha. The value obtained for the HOMO-LUMO gap is 8.49 eV.

---

(ii)
Density functional theory data (ωB97M-V/def2-TZVPD) for an isolated molecule of C3H2O4.

Each line ends with the Löwdin charge.
Positions of all 9 atoms, in Å:
1 H -1.3154 1.9819 -0.3184  0.126
2 H 2.2300 -0.9766 -0.3627  0.221
3 C 0.4877 -0.8095 0.0049  -0.477
4 C -0.5997 1.2945 0.1010  -0.133
5 O -2.0503 -0.8080 -0.1668  0.076
6 C -0.9131 -0.2047 -0.2163  -0.166
7 O 1.4772 -0.3062 -0.6661  0.144
8 O 0.4284 1.4734 0.6889  0.110
9 O 0.2553 -1.6447 0.9355  0.100

As for the HOMO energy: -0.36521 Ha. Its structure (SMILES) is O=CC(=O)C(=O)O. The value obtained for the HOMO-LUMO gap is 8.84 eV.

---

On energetic grounds, (ii) is preferred over the next structure by 5.013 eV.

---

(i)
Density functional theory data (ωB97M-V/def2-TZVPD) for an isolated molecule of C6H14.

Each line ends with the Löwdin charge.
Positions of all 20 atoms, in Å:
1 C 1.4960 0.9394 -0.1419  -0.090
2 H -2.4476 -0.1140 0.4822  0.064
3 H -2.8969 0.9728 -0.9785  0.141
4 H -0.6347 -1.0469 1.7366  0.079
5 H 2.4218 0.6980 0.3977  0.081
6 H 1.1491 1.9108 0.2261  0.081
7 C -1.9993 0.6786 -0.1152  -0.173
8 C -0.9305 0.2492 -1.0071  -0.193
9 H -0.5988 1.0503 -1.6703  0.095
10 C 0.4329 -0.1444 0.0568  -0.539
11 H 1.2249 -1.4170 -1.5353  0.080
12 H 1.8635 -1.7978 0.0644  0.079
13 C 0.9602 -1.4811 -0.4747  -0.098
14 C 0.1319 -0.2883 1.5498  -0.090
15 H 1.0287 -0.5949 2.1063  0.086
16 H -0.1884 0.6566 1.9999  0.077
17 H -1.1950 -0.6422 -1.5785  0.095
18 H -1.8016 1.5966 0.4364  0.068
19 H 0.2167 -2.2766 -0.3575  0.080
20 H 1.7671 1.0510 -1.1971  0.078

As for the HOMO energy: -0.34889 Ha. Its structure (SMILES) is CCC(C)(C)C. The value obtained for the HOMO-LUMO gap is 10.42 eV.

---

(ii)
Density functional theory data (ωB97M-V/def2-TZVPD) for an isolated molecule of C6H14.

Each line ends with the Löwdin charge.
Positions of all 20 atoms, in Å:
1 H 1.4240 1.4647 1.7722  0.025
2 C 0.4564 -1.1602 -1.1542  -0.280
3 H 1.2741 -1.4957 -1.7569  0.073
4 H -0.1199 -0.1976 1.1971  0.098
5 H -2.1869 1.4901 0.6093  0.090
6 H 0.5277 2.7179 0.7802  0.093
7 C -1.5128 0.8858 -0.1333  -0.114
8 C -0.1324 0.5671 0.4124  -0.464
9 H -0.6102 -1.9774 0.6769  0.080
10 C 0.8446 0.2672 -0.7756  -0.201
11 H 1.8934 0.1401 -0.4241  0.120
12 H 1.3185 -2.4575 0.3547  0.093
13 H 0.7318 1.0132 -1.5041  0.091
14 H -0.0764 -3.1796 -0.4092  0.055
15 H -1.7070 1.6783 -1.0186  0.124
16 C 0.5290 1.6924 1.3047  -0.092
17 C 0.2684 -2.2231 0.0005  -0.110
18 H -0.5029 -1.0471 -1.8912  0.146
19 H -0.2522 1.8067 2.2273  0.113
20 H -2.1672 0.0145 -0.2679  0.060

As for the HOMO energy: -0.36609 Ha. Its structure (SMILES) is CCCC(C)C. The value obtained for the HOMO-LUMO gap is 11.09 eV.

---

On energetic grounds, (i) is preferred over the next structure by 1.043 eV.

---

(i)
Density functional theory data (ωB97M-V/def2-TZVPD) for a cluster of 2 separate species, C6H14 in total.

Each line ends with the Löwdin charge.
Positions of all 20 atoms, in Å:
1 H -0.1949 -3.0471 -0.1309  0.075
2 H -2.0904 -0.7538 0.1641  0.105
3 H -0.1495 0.2852 1.7785  0.057
4 C -0.7422 -2.4597 0.6147  -0.109
5 H 0.6723 2.5777 0.4230  0.062
6 C -0.5822 1.2035 -0.7688  -0.228
7 H 1.9544 0.3476 -0.0977  0.067
8 H 0.3019 0.7535 2.1439  0.080
9 C 0.3997 2.3737 -0.6187  -0.123
10 C -0.1422 -0.1767 -0.3008  -0.398
11 H -1.6621 -3.0024 0.8488  0.066
12 H -0.1329 -2.4517 1.5308  0.074
13 H -1.5186 1.4631 -0.2578  0.107
14 H 1.5899 -1.3283 0.3192  0.071
15 H 1.5900 -0.8171 -1.3759  0.092
16 H -0.0655 3.2819 -1.0184  0.070
17 H -0.8300 1.1110 -1.8329  0.112
18 H 1.3238 2.2159 -1.1855  0.067
19 C -1.0465 -1.0664 0.1223  -0.181
20 C 1.3250 -0.5100 -0.3579  -0.066

As for the HOMO energy: -0.31854 Ha. Its structure (SMILES) is C/C=C(\C)CC.[H][H]. The value obtained for the HOMO-LUMO gap is 9.85 eV.

---

(ii)
Density functional theory data (ωB97M-V/def2-TZVPD) for an isolated molecule of C6H14.

Each line ends with the Löwdin charge.
Positions of all 20 atoms, in Å:
1 H -2.6222 0.2695 1.6617  0.056
2 H -0.3509 0.9288 -1.0029  0.115
3 H -2.1332 0.4710 0.2879  0.151
4 H 0.4451 -1.0748 1.1864  0.124
5 C -1.5976 -0.5273 0.8735  -0.335
6 H -1.9740 -1.3485 0.2732  0.108
7 C -2.2006 -0.5805 2.2777  -0.110
8 H -2.9416 -1.3483 2.5325  0.064
9 C 1.7306 0.3690 -0.8054  -0.286
10 H 3.1973 0.8139 -2.3474  0.067
11 H -0.0374 -0.7792 -1.2724  0.121
12 C 0.2484 0.0773 -0.6435  -0.254
13 C 2.1278 0.6021 -2.2569  -0.124
14 H 0.0882 0.6282 1.4483  0.125
15 C -0.1333 -0.2304 0.7928  -0.252
16 H -1.6240 -0.2148 3.1363  0.068
17 H 1.5774 1.4494 -2.6826  0.072
18 H 2.3047 -0.4719 -0.3926  0.109
19 H 1.9044 -0.2800 -2.8689  0.072
20 H 1.9910 1.2467 -0.1978  0.110

As for the HOMO energy: -0.33482 Ha. Its structure (SMILES) is CCCCCC. The value obtained for the HOMO-LUMO gap is 10.31 eV.

---

On energetic grounds, (i) is preferred over the next structure by 0.698 eV.